Below is 2 unconnected molecules or ions with the total composition C3H6OS2 at a distorted geometry, with properties calculated with the ωB97M-V functional and the def2-TZVPD basis.

## Properties
- E_HOMO: -0.2735 Eh
- LUMO level: -4.571 eV
- Electronic energy: -26918.83065 eV
- Energy relative to the best compared isomer or geometry (same formula, charge and spin): 7.612 eV
- Orbital gap: 2.87 eV

Cartesian coordinates (Å):
C: -0.84 0.22 0.24
C: -2.33 0.34 0.39
O: -2.84 1.46 -0.04
C: -0.12 -0.88 0.68
S: 2.41 -0.25 -1.50
S: 4.13 0.79 -0.83
H: -0.38 1.06 -0.19
H: -2.72 -0.56 -0.13
H: -2.55 0.16 1.50
H: -0.58 -1.49 1.48
H: 0.79 -1.20 0.16
H: 5.04 0.35 -1.77

Partial charges, Löwdin, in e:
1 C -0.084
2 C -0.435
3 O -0.071
4 C 0.050
5 S 0.070
6 S 0.217
7 H 0.081
8 H 0.135
9 H 0.186
10 H 0.076
11 H -0.040
12 H -0.185

---

Below is 2 unconnected molecules or ions with the total composition C3H6OS2 at a distorted geometry, with properties calculated with the ωB97M-V functional and the def2-TZVPD basis.

## Properties
- E_HOMO: -0.3419 Eh
- LUMO level: 0.653 eV
- Electronic energy: -26922.55299 eV
- Energy relative to the best compared isomer or geometry (same formula, charge and spin): 3.890 eV
- Orbital gap: 9.96 eV

Cartesian coordinates (Å):
C: -0.85 1.14 0.10
C: 0.34 0.35 0.24
C: 1.05 -0.65 -0.66
O: 0.38 1.76 -0.20
S: -2.10 0.92 -1.09
S: 0.92 0.21 1.89
H: -1.58 1.75 1.39
H: 0.64 -1.62 -0.30
H: 2.12 -0.57 -0.51
H: 0.73 -0.46 -1.69
H: -1.31 1.59 -1.94
H: 2.06 0.83 1.73

Partial charges, Löwdin, in e:
1 C -0.801
2 C -0.871
3 C -0.070
4 O -0.099
5 S 0.781
6 S 0.826
7 H 0.219
8 H 0.094
9 H 0.073
10 H 0.080
11 H -0.107
12 H -0.124

---

Below is 2 unconnected molecules or ions with the total composition C3H6OS3 at a distorted geometry, with properties calculated with the ωB97M-V functional and the def2-TZVPD basis.

## Properties
- E_HOMO: -0.3290 Eh
- LUMO level: -0.612 eV
- Electronic energy: -37758.39972 eV
- Energy relative to the best compared isomer or geometry (same formula, charge and spin): 1.758 eV
- Orbital gap: 8.34 eV

Cartesian coordinates (Å):
C: -1.13 1.32 0.35
C: -1.61 -0.02 -0.21
C: 1.50 -0.78 -0.26
O: -1.30 2.35 -0.26
S: 2.21 -2.25 0.02
S: 2.33 0.32 -1.24
S: -0.04 1.47 1.71
H: -0.67 -0.73 -0.25
H: -2.24 0.04 -1.07
H: -2.18 -0.44 0.62
H: 1.22 -2.82 0.66
H: 1.19 1.23 -1.51
H: 0.71 0.29 1.44

Partial charges, Löwdin, in e:
1 C -0.883
2 C -0.076
3 C -1.106
4 O -0.044
5 S 0.735
6 S 0.679
7 S 0.791
8 H 0.058
9 H 0.073
10 H 0.067
11 H -0.140
12 H -0.032
13 H -0.122

---

Below is a single C3H6OS3 molecule at a distorted geometry, with properties calculated with the ωB97M-V functional and the def2-TZVPD basis.

## Properties
- E_HOMO: -0.2488 Eh
- LUMO level: -0.709 eV
- Electronic energy: -37754.30116 eV
- Energy relative to the best compared isomer or geometry (same formula, charge and spin): 5.856 eV
- Orbital gap: 6.06 eV

Cartesian coordinates (Å):
C: 1.82 1.16 -0.48
C: 1.61 0.04 0.48
C: -1.63 -0.20 0.56
H: 2.89 1.40 -0.56
H: 1.33 2.07 -0.10
H: 1.42 0.92 -1.48
H: 1.98 0.23 1.49
H: -3.44 -0.98 -0.80
H: -1.72 -2.30 -0.59
O: -1.10 0.61 1.26
S: 0.89 -1.37 0.15
S: -3.25 0.15 -0.11
S: -0.79 -1.74 0.19

Partial charges, Löwdin, in e:
1 C -0.192
2 C -0.632
3 C -1.046
4 H 0.065
5 H 0.065
6 H 0.065
7 H 0.062
8 H -0.150
9 H -0.067
10 O -0.035
11 S 0.491
12 S 0.820
13 S 0.552

---

Below is 2 unconnected molecules or ions with the total composition C3H6OS4 at a distorted geometry, with properties calculated with the ωB97M-V functional and the def2-TZVPD basis.

## Properties
- E_HOMO: -0.3102 Eh
- LUMO level: -0.202 eV
- SMILES string: S=C1SSC[C@H]1S.O
- Electronic energy: -48595.03464 eV
- Energy relative to the best compared isomer or geometry (same formula, charge and spin): 0.841 eV
- Orbital gap: 8.24 eV

Cartesian coordinates (Å):
S: 0.25 2.08 1.44
C: 0.21 0.45 0.97
S: -0.21 -0.75 2.11
S: 0.38 -2.33 0.95
C: 0.53 -1.36 -0.60
C: 0.80 0.12 -0.34
S: 0.49 1.15 -1.78
H: -0.36 -1.42 -1.14
H: 1.29 -1.78 -1.18
H: 1.84 0.20 -0.17
H: 0.76 2.43 -1.17
O: -1.70 0.32 -0.04
H: -1.93 1.12 0.39
H: -2.35 -0.23 0.56

Partial charges, Löwdin, in e:
1 S 0.597
2 C -1.212
3 S 0.603
4 S 0.557
5 C -0.529
6 C -0.842
7 S 0.760
8 H 0.046
9 H 0.054
10 H 0.088
11 H -0.089
12 O -0.177
13 H 0.004
14 H 0.140

---

Below is a single C3H6S2 molecule at a distorted geometry, with properties calculated with the ωB97M-V functional and the def2-TZVPD basis.

## Properties
- E_HOMO: -0.3204 Eh
- LUMO level: 0.737 eV
- SMILES string: C[C@@]1(S)CS1
- Electronic energy: -24876.18023 eV
- Energy relative to the best compared isomer or geometry (same formula, charge and spin): 2.528 eV
- Orbital gap: 9.45 eV

Cartesian coordinates (Å):
C: 1.35 0.21 0.63
C: -0.39 0.04 -0.09
S: -1.07 1.69 0.14
C: -0.73 -0.95 -1.19
S: -1.27 -1.47 0.46
H: 1.27 0.35 1.70
H: 1.68 1.18 0.09
H: 1.69 -0.64 0.11
H: -0.91 1.81 1.54
H: -1.69 -0.86 -1.69
H: 0.08 -1.37 -1.70

Partial charges, Löwdin, in e:
1 C -0.043
2 C -1.045
3 S 0.653
4 C -0.448
5 S 0.739
6 H 0.038
7 H 0.063
8 H 0.017
9 H -0.080
10 H 0.061
11 H 0.047

---

Below is a single C3H6S2 molecule at a distorted geometry, with properties calculated with the ωB97M-V functional and the def2-TZVPD basis.

## Properties
- E_HOMO: -0.3170 Eh
- LUMO level: -0.174 eV
- SMILES string: CCC(=S)S
- Electronic energy: -24877.83706 eV
- Energy relative to the best compared isomer or geometry (same formula, charge and spin): 0.871 eV
- Orbital gap: 8.45 eV

Cartesian coordinates (Å):
C: -0.68 -0.75 0.94
C: -0.59 0.47 0.19
C: 0.43 0.36 -0.97
S: -0.07 0.55 -2.51
S: 1.99 0.32 -0.38
H: -1.19 -0.55 1.88
H: -1.22 -1.56 0.40
H: 0.34 -1.16 1.25
H: -1.56 0.76 -0.30
H: -0.29 1.16 0.94
H: 2.84 0.40 -1.43

Partial charges, Löwdin, in e:
1 C -0.175
2 C -0.412
3 C -1.253
4 S 0.644
5 S 0.816
6 H 0.077
7 H 0.100
8 H 0.089
9 H 0.114
10 H 0.095
11 H -0.095

---

Below is a single C3H6S2 molecule at a distorted geometry, with properties calculated with the ωB97M-V functional and the def2-TZVPD basis.

## Properties
- E_HOMO: -0.3163 Eh
- LUMO level: 0.211 eV
- SMILES string: C[C@@]1(S)CS1
- Electronic energy: -24876.36169 eV
- Energy relative to the best compared isomer or geometry (same formula, charge and spin): 2.347 eV
- Orbital gap: 8.82 eV

Cartesian coordinates (Å):
C: 1.22 0.08 -0.20
C: -0.23 -0.25 -0.15
S: -0.99 -1.78 0.50
C: -1.13 0.91 0.11
S: -1.17 0.33 -1.57
H: 1.41 1.14 -0.17
H: 1.55 -0.41 -1.04
H: 1.65 -0.17 0.76
H: 0.43 -2.56 1.00
H: -1.91 0.73 0.75
H: -0.82 1.96 0.01

Partial charges, Löwdin, in e:
1 C -0.137
2 C -1.154
3 S 0.636
4 C -0.491
5 S 0.793
6 H 0.084
7 H 0.051
8 H 0.080
9 H 0.037
10 H 0.023
11 H 0.078

---

Below is a single C3H6S3 molecule at a distorted geometry, with properties calculated with the ωB97M-V functional and the def2-TZVPD basis.

## Properties
- E_HOMO: -0.3075 Eh
- LUMO level: -0.230 eV
- Electronic energy: -35711.05489 eV
- Energy relative to the best compared isomer or geometry (same formula, charge and spin): 2.804 eV
- Orbital gap: 8.14 eV

Cartesian coordinates (Å):
C: -0.87 2.34 -0.92
C: 0.20 -0.59 -0.28
C: -0.37 0.96 2.04
H: -0.55 2.84 0.13
H: -0.47 3.13 -1.86
H: -2.01 2.00 -0.90
H: 0.34 1.73 1.68
H: -0.29 0.71 3.20
H: -1.54 1.38 2.09
S: 0.31 0.85 -1.32
S: 1.00 -1.97 -0.66
S: -0.64 -0.63 1.40

Partial charges, Löwdin, in e:
1 C -0.393
2 C -1.462
3 C -0.539
4 H 0.036
5 H 0.106
6 H 0.070
7 H 0.033
8 H 0.061
9 H 0.082
10 S 0.719
11 S 0.555
12 S 0.729

---

Below is a molecular structure, C3H6S3 at a distorted geometry, with properties calculated with the ωB97M-V functional and the def2-TZVPD basis.

## Properties
- E_HOMO: -0.3343 Eh
- LUMO level: -0.171 eV
- Electronic energy: -35710.26193 eV
- Energy relative to the best compared isomer or geometry (same formula, charge and spin): 3.597 eV
- Orbital gap: 8.92 eV

Cartesian coordinates (Å):
C: -0.88 -0.24 -0.69
C: 0.21 -0.75 0.26
C: -0.01 0.71 0.18
H: -2.69 1.37 0.22
H: -0.55 -0.07 -1.68
H: -0.20 -1.06 1.31
H: 1.99 -2.00 0.68
H: -0.51 0.82 1.20
H: 2.47 1.48 0.17
S: -2.67 -0.23 -0.50
S: 1.50 -1.88 -0.58
S: 1.32 1.85 -0.57

Partial charges, Löwdin, in e:
1 C -0.764
2 C -0.660
3 C -0.663
4 H 0.067
5 H 0.059
6 H 0.137
7 H -0.142
8 H 0.111
9 H -0.108
10 S 0.629
11 S 0.680
12 S 0.654

---

Below is a molecular structure, C3H7B3O5Pt at a distorted geometry, with properties calculated with the ωB97M-V functional and the def2-TZVPD basis.

## Properties
- E_HOMO: -0.6577 Eh
- LUMO level: -15.225 eV
- Net charge: +2
- Electronic energy: -18715.91008 eV
- Energy relative to the best compared isomer or geometry (same formula, charge and spin): 0.000 eV
- Orbital gap: 2.67 eV

Cartesian coordinates (Å):
O: 1.68 1.33 2.31
C: 0.70 1.47 1.71
O: 0.67 2.18 0.60
C: -0.56 2.02 -0.14
C: -0.35 1.09 -1.39
B: -0.45 -0.44 -1.02
O: 0.33 -1.38 -1.75
B: 1.26 -1.83 -0.84
O: 0.68 -2.55 0.30
B: -0.43 -1.80 0.85
O: -1.23 -0.99 0.05
H: -0.23 0.94 2.08
H: -0.81 3.01 -0.54
H: -1.41 1.68 0.49
H: -1.01 1.38 -2.22
H: 0.70 1.26 -1.70
H: 2.42 -1.60 -0.91
H: -0.61 -1.93 2.02
Pt: -1.36 -3.85 0.09

Partial charges, Löwdin, in e:
1 O 0.279
2 C -0.324
3 O 0.069
4 C -0.119
5 C 0.042
6 B -0.420
7 O 0.284
8 B -0.183
9 O 0.174
10 B -0.432
11 O 0.269
12 H 0.192
13 H 0.152
14 H 0.136
15 H 0.154
16 H 0.153
17 H 0.171
18 H 0.156
19 Pt 1.247

---

Below is a gas-phase ion, C3H7BN3O2S (charge +1) at a distorted geometry, with properties calculated with the ωB97M-V functional and the def2-TZVPD basis.

## Properties
- E_HOMO: -0.5164 Eh
- LUMO level: -3.829 eV
- SMILES string: OB(O)Cn1cn[n+](S)c1
- Net charge: +1
- Electronic energy: -23295.91396 eV
- Orbital gap: 10.22 eV

Cartesian coordinates (Å):
O: -1.74 2.47 -0.99
B: -1.30 1.19 -1.24
O: -2.20 0.15 -1.52
C: 0.31 0.97 -1.24
N: 0.65 0.00 -0.17
C: 0.74 -1.36 -0.40
N: 1.05 -2.01 0.73
N: 1.14 -1.02 1.62
S: 1.51 -1.52 3.24
C: 0.93 0.21 1.14
H: -2.66 2.41 -0.67
H: -2.40 -0.35 -0.71
H: 0.55 0.46 -2.21
H: 0.90 1.90 -1.19
H: 0.60 -1.91 -1.34
H: 0.94 -2.77 3.26
H: 0.98 1.17 1.68

Partial charges, Löwdin, in e:
1 O 0.179
2 B -0.563
3 O 0.143
4 C 0.016
5 N -0.033
6 C -0.037
7 N 0.095
8 N -0.488
9 S 0.891
10 C -0.009
11 H 0.128
12 H 0.116
13 H 0.142
14 H 0.141
15 H 0.169
16 H -0.074
17 H 0.183

---

Below is a single C3H7BNO3P molecule at a distorted geometry, with properties calculated with the ωB97M-V functional and the def2-TZVPD basis.

## Properties
- E_HOMO: -0.3455 Eh
- LUMO level: 0.009 eV
- SMILES string: C=C[C@H](NP=O)B(O)O
- Electronic energy: -20824.24050 eV
- Energy relative to the best compared isomer or geometry (same formula, charge and spin): 0.000 eV
- Orbital gap: 9.41 eV

Cartesian coordinates (Å):
C: -0.10 -2.28 -0.05
C: -0.32 -1.04 0.29
C: 0.65 0.02 -0.40
N: 1.89 -0.14 0.32
P: 3.35 -0.11 -0.47
O: 4.49 -0.66 0.23
B: 0.15 1.57 -0.27
O: -0.96 2.06 -0.83
O: 0.90 2.35 0.57
H: -0.58 -3.22 0.29
H: 0.71 -2.43 -0.82
H: -1.06 -0.73 0.99
H: 0.73 -0.31 -1.42
H: 1.59 -0.50 1.28
H: -1.20 2.98 -0.58
H: 0.78 3.32 0.34

Partial charges, Löwdin, in e:
1 C -0.004
2 C -0.133
3 C -0.314
4 N -0.255
5 P 0.771
6 O -0.483
7 B -0.674
8 O 0.186
9 O 0.133
10 H 0.074
11 H 0.084
12 H 0.098
13 H 0.105
14 H 0.146
15 H 0.127
16 H 0.140

---

Below is a single C3H7BO3 molecule at a distorted geometry, with properties calculated with the ωB97M-V functional and the def2-TZVPD basis.

## Properties
- E_HOMO: -0.3538 Eh
- LUMO level: 0.342 eV
- SMILES string: OB(O)OC1CC1
- Electronic energy: -10045.17818 eV
- Energy relative to the best compared isomer or geometry (same formula, charge and spin): 0.805 eV
- Orbital gap: 9.97 eV

Cartesian coordinates (Å):
O: -1.66 0.50 1.47
B: -1.96 0.29 0.10
O: -3.14 0.14 -0.58
O: -0.95 0.20 -0.79
C: 0.41 0.43 -0.59
C: 1.16 0.22 0.72
C: 1.33 -0.77 -0.38
H: -2.13 1.25 1.96
H: -4.01 0.12 -0.17
H: 0.72 1.24 -1.06
H: 0.73 -0.22 1.56
H: 1.92 0.93 0.76
H: 2.31 -0.69 -0.82
H: 1.06 -1.79 -0.38

Partial charges, Löwdin, in e:
1 O 0.123
2 B -0.773
3 O 0.192
4 O 0.145
5 C -0.240
6 C -0.081
7 C -0.076
8 H 0.142
9 H 0.107
10 H 0.102
11 H 0.085
12 H 0.090
13 H 0.086
14 H 0.098

---

Below is a gas-phase ion, C3H7BrN (charge +1) at a distorted geometry, with properties calculated with the ωB97M-V functional and the def2-TZVPD basis.

## Properties
- E_HOMO: -0.5030 Eh
- LUMO level: -4.106 eV
- SMILES string: [NH3+]/C=C/CBr
- Net charge: +1
- Electronic energy: -74748.39184 eV
- Energy relative to the best compared isomer or geometry (same formula, charge and spin): 0.509 eV
- Orbital gap: 9.58 eV

Cartesian coordinates (Å):
N: 1.69 -1.05 0.15
C: 0.56 -0.09 0.47
C: -0.45 0.12 -0.41
C: -1.87 0.85 -0.19
Br: -1.67 2.63 0.71
H: 2.66 -0.62 -0.09
H: 1.62 -1.62 -0.72
H: 1.83 -1.71 0.96
H: 0.62 0.38 1.35
H: -0.44 -0.20 -1.43
H: -2.16 1.16 -1.22
H: -2.38 0.15 0.42

Partial charges, Löwdin, in e:
1 N 0.169
2 C -0.065
3 C -0.090
4 C -0.487
5 Br 0.604
6 H 0.214
7 H 0.176
8 H 0.189
9 H 0.071
10 H 0.097
11 H 0.068
12 H 0.052

---

Below is 2 unconnected molecules or ions with the total composition C3H7Cl2N at a distorted geometry, with properties calculated with the ωB97M-V functional and the def2-TZVPD basis.

## Properties
- E_HOMO: -0.3353 Eh
- LUMO level: 0.804 eV
- Electronic energy: -29757.31871 eV
- Energy relative to the best compared isomer or geometry (same formula, charge and spin): 2.354 eV
- Orbital gap: 9.93 eV

Cartesian coordinates (Å):
C: -1.20 1.16 -0.41
C: -1.73 0.14 0.58
C: 2.17 -0.10 0.16
N: 2.01 -1.38 -0.14
Cl: -1.27 -1.53 0.13
Cl: 3.98 0.38 0.19
H: -0.27 0.90 -0.68
H: -1.33 2.07 0.07
H: -1.90 1.21 -1.21
H: -2.81 0.31 0.61
H: -1.28 0.31 1.63
H: 2.68 -1.83 -0.71
H: 0.97 -1.65 -0.21

Partial charges, Löwdin, in e:
1 C -0.156
2 C -0.608
3 C -0.485
4 N -0.049
5 Cl 0.563
6 Cl 0.365
7 H -0.011
8 H 0.064
9 H 0.069
10 H 0.067
11 H 0.101
12 H 0.062
13 H 0.018

---

Below is 2 unconnected molecules or ions with the total composition C3H7Cl3O3P at a distorted geometry, with properties calculated with the ωB97M-V functional and the def2-TZVPD basis.

## Properties
- E_HOMO: -0.5098 Eh
- LUMO level: -4.659 eV
- Net charge: +1
- Electronic energy: -56215.27204 eV
- Orbital gap: 9.21 eV

Cartesian coordinates (Å):
O: 1.94 0.49 2.29
C: 1.24 0.87 1.40
O: 1.38 2.06 0.77
C: 0.13 -0.06 0.89
P: -1.38 0.37 1.79
O: -2.57 0.73 0.85
H: 0.69 2.65 1.07
H: -0.06 0.10 -0.17
H: 0.36 -1.08 1.10
H: -1.14 1.49 2.59
H: -1.72 -0.67 2.65
H: -2.78 1.67 0.85
C: 0.86 -1.73 -3.30
Cl: -0.61 -1.16 -4.08
Cl: 1.34 -0.63 -2.00
Cl: 0.66 -3.36 -2.68
H: 1.66 -1.74 -4.04

Partial charges, Löwdin, in e:
1 O 0.178
2 C -0.582
3 O 0.118
4 C -0.227
5 P 1.010
6 O -0.166
7 H 0.118
8 H 0.026
9 H 0.110
10 H 0.071
11 H 0.070
12 H 0.110
13 C -1.523
14 Cl 0.549
15 Cl 0.571
16 Cl 0.549
17 H 0.019

---

Below is a single C3H7ClFN molecule at a distorted geometry, with properties calculated with the ωB97M-V functional and the def2-TZVPD basis.

## Properties
- E_HOMO: -0.3490 Eh
- LUMO level: 0.938 eV
- SMILES string: CNC[C@@H](F)Cl
- Electronic energy: -19953.64608 eV
- Energy relative to the best compared isomer or geometry (same formula, charge and spin): 1.154 eV
- Orbital gap: 10.43 eV

Cartesian coordinates (Å):
C: -1.41 0.85 0.03
N: -1.07 -0.51 -0.01
C: 0.24 -0.78 -0.49
C: 1.45 -0.23 0.31
F: 2.60 -0.86 -0.02
Cl: 1.62 1.55 -0.14
H: -1.10 1.42 0.93
H: -2.50 0.98 -0.14
H: -0.92 1.26 -0.80
H: -0.98 -0.77 0.93
H: 0.32 -0.59 -1.56
H: 0.42 -1.92 -0.45
H: 1.32 -0.38 1.39

Partial charges, Löwdin, in e:
1 C -0.190
2 N -0.120
3 C -0.282
4 C -0.646
5 F -0.034
6 Cl 0.604
7 H 0.083
8 H 0.091
9 H 0.028
10 H 0.078
11 H 0.119
12 H 0.146
13 H 0.120